Density functional theory data (wB97M-V/def2-TZVPD) for a structure of composition C12H30F6MnN2O4P at a distorted geometry.

Last column: Löwdin charge in e.
Element x y z (Å)
O: -1.044854 2.042474 0.015683  -0.05
N: 1.251606 1.299554 -1.437257  -0.11
C: 0.371976 -0.310256 -3.050467  -0.16
H: 2.800646 1.631604 -0.205147  0.11
F: -4.185864 -0.348816 -0.711017  -0.17
H: 1.602576 -1.460556 2.755333  0.14
C: -0.866154 2.701414 1.231913  -0.08
H: 0.111436 1.767084 -3.092027  0.13
H: -1.313364 -2.844356 2.077813  0.11
P: -3.760704 -0.536966 0.858213  0.19
H: 0.144636 -1.674176 3.447803  0.15
C: 0.569416 -1.156086 2.588013  -0.16
H: -0.712594 -3.377616 0.469403  0.11
H: -1.537164 2.290874 1.986423  0.19
F: -3.926174 1.071324 0.955403  -0.16
H: 0.786106 2.828014 2.713813  0.16
H: -0.822304 -2.609036 -2.641137  0.11
C: -1.926334 2.703944 -0.912307  0.10
C: 0.260716 0.341224 2.755883  -0.15
H: -2.088384 -1.466976 -3.041777  0.12
H: 3.482726 -3.006416 -0.518207  0.11
H: 2.040036 -3.052626 0.532023  0.08
F: -2.183844 -0.353396 0.372313  -0.20
H: 3.339126 1.575374 -1.820297  0.14
H: 1.238976 -0.941516 -3.245217  0.14
Mn: 0.195026 0.049854 -0.102317  0.96
F: -5.340014 -0.657076 1.158783  -0.12
C: 0.536496 2.422394 1.733373  -0.15
H: 1.123776 2.301324 -1.451417  0.13
H: 3.537556 -2.171356 0.969323  0.10
H: -1.571734 3.723184 -1.065637  0.15
H: 0.696396 0.747684 3.668613  0.15
F: -3.606794 -2.107246 0.663093  -0.11
C: 2.669986 1.065354 -1.127307  -0.13
C: -0.455574 -2.883616 1.406423  -0.02
H: -1.935514 2.098944 -1.818947  0.12
H: 3.164486 -0.865486 -2.045707  0.13
H: -1.944144 -2.167236 -1.491167  0.09
H: 0.249146 -3.588356 1.847813  0.10
N: 0.925456 1.030194 1.678643  -0.10
H: -0.819164 0.426604 2.877013  0.14
H: 1.261626 2.987774 1.148033  0.14
C: 3.129836 -0.419196 -1.051867  -0.18
H: -1.050584 3.773884 1.169523  0.17
H: 1.903746 1.035204 1.929673  0.15
C: -1.345674 -1.721446 -2.285647  -0.06
F: -3.317874 -0.574086 2.424263  -0.14
C: 2.854086 -2.430146 0.160633  0.00
O: -0.501704 -0.653986 -1.957167  -0.25
O: 2.222416 -1.169696 -0.290917  -0.26
H: -0.136754 -0.274026 -4.013787  0.15
H: -2.921424 2.725464 -0.467967  0.15
O: 0.082666 -1.524996 1.299193  -0.29
H: 1.714456 1.195234 -3.547097  0.15
H: 4.142906 -0.556566 -0.673817  0.14
C: 0.904636 1.067344 -2.828807  -0.16

Cartesian forces, eV/Å:
-1.246 1.091 0.094
0.909 0.890 -1.204
0.196 0.236 -0.788
0.436 -0.502 0.394
0.990 -0.408 -0.284
0.558 0.502 -0.719
1.106 0.654 0.664
0.062 0.214 -0.010
-0.169 0.023 -0.305
-4.203 0.069 -0.798
-0.994 -0.252 -0.435
-0.014 0.787 1.212
-0.155 0.911 -0.324
-0.947 -0.538 -0.028
1.204 1.041 0.501
-1.060 0.162 0.427
0.661 0.295 -0.315
0.419 -0.893 -0.605
0.980 -2.071 1.708
0.213 0.433 -0.128
-0.492 0.481 -0.902
0.237 0.072 -0.095
1.323 0.590 0.157
-0.113 -0.027 -0.379
-0.321 -0.942 0.781
-0.568 -2.080 0.171
1.052 -0.419 0.845
1.848 0.996 -0.370
0.291 0.362 0.998
-0.155 0.066 0.257
0.044 0.202 0.095
-0.156 -0.391 0.485
0.513 0.058 0.355
1.304 -0.078 0.569
-0.427 -0.562 0.278
-0.047 0.080 0.164
0.005 0.223 -0.373
0.232 0.978 0.760
0.509 0.442 0.237
-0.974 1.071 -0.281
-0.142 0.356 -0.775
-0.151 0.113 -0.644
-0.316 0.633 -0.735
-0.318 -0.023 -0.173
0.410 -0.400 -0.362
-1.692 -2.392 -0.723
0.269 -0.181 -1.051
-0.607 0.509 1.021
0.899 0.354 -0.626
0.471 -1.083 0.188
-0.549 -0.304 0.163
-0.490 -0.105 0.410
-0.140 -1.767 1.059
0.266 0.366 0.204
0.097 0.645 0.260
-1.062 -0.487 -1.025

2S+1 ... 7
Molar mass ... 466.3 g mol⁻¹
Total charge ... +2
Frontier orbital gap (alpha / beta) ... 9.971 / 4.183 eV